# 1
The molecule C2H5N. Source: the Open Molecules 2025 dataset; level of theory: ωB97M-V/def2-TZVPD.

Element x y z (Å)
C: -0.719 0.322 -0.245
C: 0.749 0.135 0.065
N: -0.061 -1.049 -0.112
H: -0.912 0.583 -1.324
H: -1.363 0.714 0.498
H: 1.134 0.322 1.102
H: 1.492 0.403 -0.733
H: -0.319 -1.429 0.750

Energy above the lowest of the compared OMol25 structures with the same formula, charge and spin, kJ/mol: 91.1
LUMO, eV: 1.3
Max |F|, Eh/bohr: 0.0593
Charge: 0
Highest occupied orbital energy, eV: -9.53
SMILES string: C1CN1
Frontier orbital gap, eV: 10.84

=====

# 2
The molecule C5H8N2S. Source: the Open Molecules 2025 dataset; level of theory: ωB97M-V/def2-TZVPD.

Element x y z (Å)
H: -0.804 -1.467 4.008
N: -0.404 -0.973 3.167
C: -1.119 -1.173 2.015
N: -0.804 -0.893 0.688
C: -0.128 0.268 0.367
C: 0.342 0.629 -0.861
C: 1.361 1.745 -1.148
C: -0.206 -0.379 -1.753
S: -1.087 -1.738 -0.712
H: -2.149 -1.799 1.757
H: 0.095 0.788 1.332
H: 1.806 2.241 -0.376
H: 2.278 1.048 -1.553
H: 1.188 2.585 -1.896
H: 0.604 -0.832 -2.545
H: -0.972 -0.050 -2.490

Energy above the lowest of the compared OMol25 structures with the same formula, charge and spin, kJ/mol: 421.6
LUMO, eV: 0.6
Max |F|, Eh/bohr: 0.1015
Charge: 0
Highest occupied orbital energy, eV: -7.45
SMILES string: [H]/N=C/N1C=C(C)CS1
Frontier orbital gap, eV: 8.09

=====

# 3
The molecule C3H4N2O. Source: the Open Molecules 2025 dataset; level of theory: ωB97M-V/def2-TZVPD.

Element x y z (Å)
N: 1.681 -0.085 -0.376
C: 0.341 -0.377 -0.131
C: -0.575 -1.301 -0.057
O: -2.184 -0.297 0.289
N: -1.778 0.907 0.299
C: -0.572 1.195 0.113
H: 1.943 0.771 0.095
H: 2.397 -0.791 -0.251
H: -1.061 -2.262 -0.058
H: -0.191 2.238 0.078

Energy above the lowest of the compared OMol25 structures with the same formula, charge and spin, kJ/mol: 521.7
LUMO, eV: 0.5
Max |F|, Eh/bohr: 0.0586
Charge: 0
Highest occupied orbital energy, eV: -9.31
Frontier orbital gap, eV: 9.79

=====

# 4
A structure of composition C4H8EuO. Source: the Open Molecules 2025 dataset; level of theory: ωB97M-V/def2-TZVPD.

Element x y z (Å)
H: 0.227 0.106 1.708
C: -0.635 1.368 1.606
C: -0.258 2.831 1.207
C: 0.713 1.873 0.718
C: 2.017 1.368 1.262
O: 1.801 0.044 1.713
Eu: 3.378 -1.603 2.797
H: -1.677 1.142 1.374
H: -0.145 1.321 2.584
H: 0.070 3.444 2.049
H: -0.938 3.288 0.490
H: 0.517 1.460 -0.277
H: 2.313 2.044 2.084
H: 2.700 1.482 0.397

Energy above the lowest of the compared OMol25 structures with the same formula, charge and spin, kJ/mol: 189.7
LUMO (alpha / beta), eV: -9.5 / -9.3
Max |F|, Eh/bohr: 0.0689
Charge: +2
Highest occupied orbital energy (alpha / beta), eV: -17.32 / -17.33
2S+1: 8
Frontier orbital gap (alpha / beta), eV: 7.84 / 8.08